Computed, not measured: a structure of composition C6H8LiO6Tl, with the ωB97M-V functional and the def2-TZVPD basis.

* energy: -23534.48159 eV
* Kohn-Sham gap: 7.00 eV

Structure (XYZ):
```
22
Properties=species:S:1:pos:R:3:mulliken_charge:R:1
H 2.912 -1.877 -0.216 0.24
H 3.448 -0.657 -1.408 0.23
C -1.336 0.744 -0.581 0.04
H -2.541 0.138 1.841 0.20
Tl -0.166 2.285 -2.162 0.56
O 1.904 0.510 1.144 -0.46
O 1.213 1.780 -0.612 -0.84
H 3.693 1.027 0.229 0.29
H 3.753 -0.323 1.416 0.31
O -2.370 1.326 0.135 -0.39
C 3.163 0.144 0.620 -0.38
H -3.861 -1.001 -0.666 0.28
O -1.849 -0.580 -0.892 -0.58
H -2.787 -1.828 0.501 0.22
C 1.050 0.688 0.038 1.30
Li -0.161 -1.475 -0.403 0.92
O -0.247 0.381 0.443 -0.59
C -2.964 -0.889 -0.041 -0.34
C -3.050 0.319 0.883 -0.33
O 1.461 -0.540 -0.812 -0.59
C 2.813 -0.827 -0.526 -0.40
H -4.077 0.654 1.068 0.32
```

---

Computed, not measured: a structure of composition C6H8LiO7, with the ωB97M-V functional and the def2-TZVPD basis.

* energy: -20891.30240 eV
* Kohn-Sham gap: 4.21 eV
* total charge: -1

Structure (XYZ):
```
22
Properties=species:S:1:pos:R:3:mulliken_charge:R:1
H 2.597 -1.426 -1.179 0.26
O 1.494 1.954 1.719 -0.51
H 0.820 1.840 2.389 0.27
H -1.260 -3.077 1.205 0.34
H 1.841 -1.013 0.066 0.41
O 2.557 -0.743 -0.509 -0.71
H -2.477 0.854 -1.642 0.37
O -4.444 -0.603 -1.158 -0.78
O 0.635 -1.393 1.042 -0.93
H 2.847 3.454 -0.842 0.28
C -0.904 -0.076 -0.515 0.65
O -3.749 -2.862 0.713 -0.73
C -1.577 -2.213 0.640 -0.68
C -3.237 -0.891 -0.744 0.53
C -2.882 -2.057 0.218 0.26
C -2.243 -0.026 -1.062 -1.00
H 3.823 2.347 -1.178 0.32
H 1.915 2.785 1.941 0.25
Li 1.907 1.128 -0.074 0.98
O -0.081 0.836 -0.510 -0.71
O 2.899 2.509 -0.987 -0.61
C -0.481 -1.328 0.468 0.74
```

---

For each record above, in turn, the calculated molar mass values are 387.45, 199.06 g/mol.
For each record above, in turn, the calculated maximum force values are 1.914, 4.594 eV/Å.
For each record above, in turn, the calculated energy relative to the best compared isomer or geometry (same formula, charge and spin) values are 0.315, 0.133 eV.